(1)
65
Properties=species:S:1:pos:R:3 method="wB97M-V/def2-TZVPD" energy_ev=-44608.864 molar_mass_da=435.44 homo_energy_ev=-6.32 e_lumo_ev=-0.221 total_charge=0 gap_ha=0.2241
C -3.42 -4.65 0.37
C -2.29 -3.73 0.58
C -1.31 -3.81 1.57
C -0.32 -2.81 1.43
C -0.48 -2.06 0.28
B -0.29 1.35 0.80
C 0.51 -1.37 -0.45
C 1.81 -1.32 0.13
C 2.86 -1.58 -0.71
C 2.65 -1.48 -2.12
N 3.68 -1.70 -2.97
C 3.64 -1.18 -4.32
C 4.92 -2.24 -2.47
C 1.37 -1.14 -2.65
C 0.32 -0.97 -1.79
O -1.45 1.21 0.07
C -2.46 1.31 1.12
C -2.84 2.79 1.05
C -3.68 0.46 0.83
C -1.68 0.87 2.46
C -1.47 1.98 3.47
C -2.21 -0.35 3.17
O -0.34 0.62 1.99
S -2.02 -2.39 -0.47
H -3.31 -5.52 1.01
H -4.36 -4.15 0.61
H -3.46 -4.96 -0.68
H -1.33 -4.57 2.35
H 0.52 -2.66 2.10
H 1.93 -1.15 1.20
H 3.85 -1.82 -0.32
H 3.53 -0.09 -4.32
H 4.58 -1.48 -4.80
H 2.77 -1.60 -4.85
H 4.75 -3.23 -2.01
H 5.62 -2.34 -3.30
H 5.37 -1.60 -1.70
H 1.22 -1.04 -3.72
H -0.66 -0.56 -2.08
H -3.52 3.08 1.86
H -1.94 3.43 1.05
H -3.34 2.95 0.08
H -4.41 0.59 1.63
H -4.15 0.75 -0.10
H -3.42 -0.60 0.76
H -2.39 2.27 3.97
H -0.75 1.60 4.21
H -1.01 2.86 3.00
H -3.17 -0.09 3.63
H -2.36 -1.21 2.51
H -1.53 -0.65 3.96
C 1.18 1.68 0.36
C 0.79 2.95 1.08
C 0.51 4.18 0.52
C 0.44 4.56 -0.82
C 0.90 3.89 -1.94
C 1.63 2.69 -1.96
C 1.76 1.76 -0.98
H 1.78 0.99 0.98
H 0.91 2.96 2.17
H 0.33 4.98 1.25
H 0.01 5.54 -1.00
H 0.74 4.38 -2.89
H 2.12 2.48 -2.92
H 2.40 0.90 -1.25

(2)
11
Properties=species:S:1:pos:R:3 method="wB97M-V/def2-TZVPD" energy_ev=-7764.794 molar_mass_da=83.09 homo_energy_ev=-10.22 e_lumo_ev=-0.193 total_charge=0 smiles="CC(=O)CC#N" gap_ha=0.3686
C 0.31 -0.41 -1.32
C 0.71 -0.53 0.13
O 1.59 -1.26 0.52
C -0.04 0.31 1.13
C -1.51 0.33 0.84
N -2.04 1.33 0.61
H 1.08 -0.86 -1.94
H 0.14 0.63 -1.63
H -0.64 -0.93 -1.49
H 0.26 1.36 1.00
H 0.13 0.03 2.16

(3)
7
Properties=species:S:1:pos:R:3 method="wB97M-V/def2-TZVPD" energy_ev=-6562.235 molar_mass_da=61.04 homo_energy_ev="-10.07 / -10.07" e_lumo_ev="0.412 / 0.412" total_charge=0 smiles="[H]/N=[N+](/N)[O-]" gap_ha="0.3852 / 0.3853"
N -0.67 -1.22 -0.02
N 0.99 0.30 0.11
N -0.30 -0.02 0.09
O -1.07 1.18 0.24
H -1.59 -1.21 -0.25
H 1.55 -0.41 -0.42
H 1.09 1.38 0.25

(4)
129
Properties=species:S:1:pos:R:3 method="wB97M-V/def2-TZVPD" energy_ev=-89728.425 molar_mass_da=939.88 homo_energy_ev=-3.53 e_lumo_ev=1.596 total_charge=-1 gap_ha=0.1885
C 5.54 -4.32 -0.72
C 4.82 -3.01 -1.02
C 5.06 -2.56 -2.46
C 4.93 -1.05 -2.67
C 6.18 -0.30 -2.18
C 5.90 1.17 -1.95
C 7.11 2.01 -1.49
C 7.90 1.47 -0.30
C 7.52 2.12 1.04
C 6.05 1.98 1.46
C 5.54 0.54 1.64
C 4.05 0.38 1.26
C 3.16 -0.28 2.32
C 2.74 -1.71 1.96
C 1.38 -2.14 2.50
C 0.22 -1.18 2.21
C 0.09 -0.74 0.73
C 0.28 0.76 0.49
P -1.22 1.89 0.11
I -3.25 3.74 -0.36
C -2.50 0.83 1.08
C -3.39 -0.19 0.39
C -1.59 1.23 -1.66
C -0.73 0.20 -2.39
C -1.22 -1.26 -2.40
C -0.89 -1.91 -3.76
H 5.16 -4.78 0.19
H 6.61 -4.18 -0.63
H 5.34 -5.03 -1.53
H 5.15 -2.24 -0.31
H 3.76 -3.18 -0.88
H 6.03 -2.91 -2.82
H 4.30 -3.05 -3.08
H 4.04 -0.66 -2.18
H 4.84 -0.86 -3.74
H 6.96 -0.40 -2.94
H 6.51 -0.79 -1.26
H 5.58 1.58 -2.91
H 5.07 1.31 -1.26
H 6.73 2.98 -1.19
H 7.76 2.19 -2.35
H 7.85 0.38 -0.21
H 8.96 1.70 -0.46
H 8.20 1.79 1.82
H 7.70 3.19 0.92
H 5.97 2.48 2.42
H 5.44 2.55 0.77
H 6.15 -0.11 1.02
H 5.69 0.24 2.68
H 4.03 -0.21 0.34
H 3.65 1.36 0.99
H 3.76 -0.36 3.24
H 2.31 0.34 2.55
H 3.48 -2.41 2.35
H 2.75 -1.86 0.88
H 1.14 -3.15 2.16
H 1.47 -2.22 3.58
H -0.70 -1.72 2.47
H 0.25 -0.32 2.88
H 0.89 -1.27 0.21
H -0.83 -1.16 0.33
H 1.04 1.00 -0.25
H 0.69 1.19 1.40
H -0.31 2.84 -0.52
H -1.03 2.61 1.36
H -2.03 0.43 1.98
H -3.18 1.58 1.48
H -2.88 -1.00 -0.13
H -4.05 -0.66 1.13
H -4.06 0.29 -0.31
H -2.64 1.05 -1.88
H -1.45 2.16 -2.22
H -0.79 0.47 -3.45
H 0.34 0.23 -2.18
H -0.72 -1.87 -1.66
H -2.30 -1.29 -2.31
H -1.51 -1.50 -4.55
H 0.16 -1.71 -4.00
H -0.99 -2.99 -3.71
C -6.83 3.00 -4.93
C -5.86 2.18 -5.76
O -4.62 2.42 -5.10
C -4.88 2.76 -3.80
O -4.10 2.87 -2.93
O -6.23 2.98 -3.64
H -7.83 2.58 -4.88
H -6.90 4.04 -5.28
H -6.09 1.12 -5.73
H -5.80 2.51 -6.80
C -8.09 5.83 -2.49
C -7.37 7.15 -2.65
O -8.29 7.90 -3.46
C -9.53 7.38 -3.29
O -10.53 7.88 -3.70
O -9.47 6.22 -2.60
H -7.91 5.35 -1.53
H -7.86 5.13 -3.29
H -7.24 7.68 -1.70
H -6.41 7.06 -3.14
C -0.54 -3.54 7.26
C -1.39 -3.79 6.03
O -0.40 -3.84 4.99
C 0.79 -4.17 5.54
O 1.76 -4.45 4.92
O 0.72 -4.14 6.89
H -0.93 -4.00 8.16
H -0.38 -2.48 7.44
H -1.90 -4.76 6.08
H -2.11 -3.01 5.84
C -4.27 -2.14 -8.49
C -5.49 -1.33 -8.09
O -5.44 -1.39 -6.66
C -4.15 -1.64 -6.28
O -3.75 -1.58 -5.17
O -3.40 -1.95 -7.37
H -3.79 -1.78 -9.40
H -4.49 -3.20 -8.59
H -5.41 -0.28 -8.40
H -6.42 -1.74 -8.46
C -0.57 -1.04 11.78
C 0.02 -2.43 11.59
O -1.01 -3.08 10.83
C -1.73 -2.13 10.19
O -2.53 -2.36 9.34
O -1.40 -0.90 10.63
H 0.18 -0.26 11.81
H -1.19 -0.97 12.67
H 0.93 -2.42 11.00
H 0.19 -2.96 12.52

(5)
53
Properties=species:S:1:pos:R:3 method="wB97M-V/def2-TZVPD" energy_ev=-83768.166 spin_multiplicity=6 molar_mass_da=505.35 homo_energy_ev="-4.30 / -4.47" e_lumo_ev="2.199 / 2.197" total_charge=-1 gap_ha="0.2388 / 0.2450"
Fe -0.32 0.60 0.33
N -0.46 2.82 0.92
C -1.15 3.47 -0.22
C -2.32 2.58 -0.68
O -3.43 3.10 -0.85
N -1.94 1.32 -0.81
C -2.95 0.29 -0.90
C -2.84 -0.68 0.29
O -3.70 -1.53 0.46
O -1.78 -0.55 1.03
H -1.02 2.91 1.76
H 0.44 3.26 1.10
H -0.42 3.56 -1.03
H -1.54 4.46 0.02
H -2.80 -0.32 -1.80
H -3.96 0.70 -0.95
S 3.94 0.73 2.40
C 2.86 0.42 3.73
C 3.12 0.30 5.09
C 2.06 0.05 5.94
C 0.76 -0.08 5.45
C 0.49 0.03 4.10
C 1.55 0.29 3.24
N 1.44 0.44 1.87
C 2.58 0.66 1.30
C 2.69 0.86 -0.15
C 3.95 1.00 -0.75
C 4.01 1.17 -2.12
C 2.83 1.20 -2.86
C 1.60 1.05 -2.23
C 1.47 0.88 -0.85
H 4.13 0.40 5.47
H 2.24 -0.04 7.00
H -0.05 -0.28 6.14
H -0.51 -0.08 3.69
H 4.86 0.97 -0.17
H 4.97 1.28 -2.62
H 2.88 1.33 -3.94
H 0.70 1.09 -2.83
F -3.99 -3.52 -4.71
C -3.04 -3.24 -3.79
C -3.22 -3.67 -2.49
C -2.24 -3.38 -1.56
C -1.08 -2.67 -1.91
C -0.08 -2.35 -0.97
C -0.95 -2.23 -3.26
C -1.92 -2.52 -4.19
H -4.13 -4.19 -2.22
H -2.40 -3.66 -0.52
H 0.76 -1.74 -1.27
H -0.16 -2.66 0.06
H -0.08 -1.65 -3.54
H -1.84 -2.18 -5.22

(6)
10
Properties=species:S:1:pos:R:3 method="wB97M-V/def2-TZVPD" energy_ev=-26787.145 molar_mass_da=120.20 homo_energy_ev=-8.91 e_lumo_ev=-0.234 total_charge=0 gap_ha=0.3188
C -0.64 -0.03 -0.58
C -0.42 -0.21 1.84
H 1.43 0.35 -3.46
H -1.71 0.09 -0.37
H 1.15 0.70 0.65
H -1.39 -1.00 1.78
N -0.24 -0.04 -1.75
N 0.26 0.08 0.57
S 1.35 0.15 -2.03
S 0.22 -0.07 3.36